(1)
Formula: C32H33As2N2O10Rb
Source: the Open Molecules 2025 dataset
Level of theory: wB97M-V/def2-TZVPD

Positions of all 80 atoms, in Å:
Rb1 -0.203095 1.388634 -1.528099
C1 0.503143 -1.410074 1.117570
O1 0.957957 -1.284233 -0.206043
C2 1.767613 -2.272233 -0.685579
C3 2.389148 -3.207784 0.127456
C4 3.188014 -4.206961 -0.410153
C5 3.334568 -4.308931 -1.782197
C6 2.725835 -3.380455 -2.598892
C7 1.955244 -2.325120 -2.088070
N1 1.359216 -1.375663 -2.893856
N2 1.625244 -1.592597 -4.148930
C8 1.079096 -0.925627 -5.162848
C9 0.070483 0.117193 -5.060860
O2 -0.317926 0.607344 -3.981909
C10 -0.512362 0.555173 -6.314253
C11 -0.168154 0.039754 -7.517996
C12 0.848736 -0.947475 -7.636013
C13 1.226718 -1.490637 -8.872861
C14 2.256865 -2.393944 -8.971739
C15 2.955759 -2.773099 -7.823341
C16 2.577058 -2.282264 -6.599298
C17 1.502617 -1.387795 -6.457638
H1 0.057602 -2.395231 1.311813
H2 -0.265689 -0.644504 1.240171
H3 1.296591 -1.233289 1.856855
H4 2.267939 -3.156402 1.199595
H5 3.679967 -4.907638 0.250322
H6 3.932663 -5.101222 -2.215772
H7 2.807270 -3.445257 -3.670914
H8 -1.270153 1.325109 -6.236059
H9 -0.651298 0.388779 -8.424125
H10 0.701617 -1.172868 -9.766948
H11 2.536863 -2.813313 -9.930105
H12 3.802928 -3.444209 -7.900851
H13 3.113210 -2.567409 -5.708981
C18 -5.627552 0.648964 0.403024
O3 -4.536423 0.330556 1.231503
C19 -3.485956 1.214666 1.162721
O4 -3.519402 2.146853 0.349839
C20 -2.401354 1.026659 2.068225
C21 -2.401434 0.161162 3.135665
As1 -0.815756 -0.484793 4.062973
C22 -1.500739 -0.078666 5.881153
C23 0.417266 1.008731 3.897618
C24 0.488420 1.802289 2.753302
As2 -0.955090 2.197686 1.472969
C25 -1.632563 3.787303 2.432880
C26 1.590092 2.535593 2.264216
O5 1.453180 3.407762 1.386005
O6 2.896731 2.316789 2.707225
C27 3.372771 1.007151 2.553104
C28 1.387994 0.832070 4.922904
O7 1.515696 -0.249978 5.524468
O8 2.165905 1.896741 5.308312
C29 3.164041 1.570072 6.246214
C30 -3.497676 -0.643487 3.602459
O9 -3.359536 -1.835630 3.855490
O10 -4.721581 -0.095964 3.918241
C31 -4.825936 1.290435 4.107958
H14 -6.417297 -0.061092 0.642470
H15 -5.354068 0.570946 -0.653118
H16 -5.972382 1.671728 0.594152
H17 -2.390272 -0.675926 6.072390
H18 -1.747669 0.979930 5.974200
H19 -0.734513 -0.328120 6.611707
H20 -1.816550 3.536880 3.481612
H21 -2.558648 4.107658 1.954287
H22 -0.882755 4.576188 2.366923
H23 4.430927 1.044389 2.812273
H24 3.266257 0.676400 1.512803
H25 2.862938 0.293080 3.208670
H26 3.833890 2.427050 6.317744
H27 3.722934 0.686900 5.918500
H28 2.729766 1.353123 7.230294
H29 -5.888529 1.496665 4.247865
H30 -4.459147 1.861365 3.252657
H31 -4.275304 1.597140 5.007158
C32 -1.860158 3.878178 -1.546081
H32 -2.877727 3.861948 -1.978541
H33 -1.914075 4.676854 -0.785883

Forces on atoms 1 to 3 (eV/Å):
Rb 0.242 0.081 -0.249
C -0.156 -0.009 0.529
O 0.211 -0.100 -0.424

Output
Total charge: -2
Energy above the lowest of the compared OMol25 structures with the same formula, charge and spin (eV): 2.8480
Orbital gap (spin up / spin down) (eV): 3.800 / 4.537
Spin multiplicity: 1

=====

(2)
Formula: C56H48FLaN2O8P2Si
Source: the Open Molecules 2025 dataset
Level of theory: wB97M-V/def2-TZVPD

Positions of all 119 atoms, in Å:
La1 4.562701 -20.449402 9.769128
C1 4.090162 -18.149596 13.593606
Si1 5.327889 -19.595456 13.267230
C2 6.690376 -19.155498 14.738009
C3 6.344478 -18.258986 15.828260
C4 7.216903 -17.920739 16.818637
C5 8.540547 -18.372054 16.863641
C6 8.942040 -19.228503 15.828720
C7 8.037535 -19.604139 14.820321
P1 8.398487 -20.924231 13.572142
C8 10.002014 -21.748632 14.143414
C9 10.364985 -22.025971 15.483024
C10 11.376908 -22.888858 15.811987
C11 12.023160 -23.598357 14.823667
C12 11.690710 -23.336988 13.484354
C13 10.762335 -22.355985 13.162809
C14 9.029172 -20.079972 12.129295
C15 9.602817 -18.808301 12.153416
C16 10.006106 -18.198000 11.019866
C17 9.717275 -18.802097 9.769063
C18 9.040060 -19.970905 9.708351
C19 8.730458 -20.637253 10.892009
C20 4.511354 -20.952858 14.435629
C21 4.167396 -20.518188 15.779011
C22 3.673138 -21.392023 16.727142
C23 3.529995 -22.714744 16.407216
C24 3.824505 -23.147369 15.106024
C25 4.326223 -22.294190 14.115829
P2 4.905521 -22.807694 12.478430
C26 3.690915 -24.194490 12.113945
C27 4.106824 -25.377176 11.470246
C28 3.166188 -26.391744 11.146106
C29 1.821989 -26.239791 11.534866
C30 1.448984 -25.080237 12.251622
C31 2.327612 -24.041738 12.488285
C32 6.420319 -23.783210 12.869788
C33 6.733253 -24.264175 14.156141
C34 7.844030 -25.069858 14.370392
C35 8.675942 -25.440375 13.338906
C36 8.458261 -24.853767 12.083243
C37 7.328437 -24.092516 11.861295
H1 3.555599 -18.325073 14.536193
H2 4.508792 -17.139563 13.604595
H3 3.363296 -18.199156 12.828258
H4 5.325127 -17.837911 15.756619
H5 6.902913 -17.387823 17.692394
H6 9.244130 -18.162499 17.633680
H7 9.883891 -19.698035 15.818650
H8 9.782898 -21.720249 16.326374
H9 11.648902 -23.060515 16.859022
H10 12.874330 -24.247423 15.001496
H11 12.154574 -23.973354 12.695294
H12 10.423022 -22.136058 12.122153
H13 9.796444 -18.419211 13.159133
H14 10.498019 -17.249645 11.084370
H15 9.888348 -18.288631 8.813488
H16 8.752365 -20.411226 8.746863
H17 8.211685 -21.615041 10.815731
H18 4.212848 -19.496547 16.077714
H19 3.405312 -21.053965 17.729835
H20 3.108042 -23.401674 17.179623
H21 3.651084 -24.160612 14.914098
H22 5.172916 -25.521011 11.223585
H23 3.531530 -27.240625 10.574320
H24 1.137394 -26.947681 11.174767
H25 0.358304 -24.954128 12.419089
H26 1.985795 -23.162625 13.009048
H27 5.951029 -24.143968 14.943649
H28 8.193006 -25.419262 15.394173
H29 9.536673 -26.082317 13.497079
H30 9.085232 -24.996565 11.192656
H31 7.120802 -23.745160 10.855256
C38 6.726596 -24.298324 4.033990
C39 7.094485 -22.962127 3.510274
C40 8.607725 -22.901691 3.159316
C41 9.101179 -21.506498 2.895740
C42 8.762536 -20.620828 4.066385
C43 9.625144 -19.584816 4.453833
C44 9.212356 -18.741034 5.490379
F1 9.959224 -17.646295 5.727746
C45 8.064731 -18.973805 6.212758
C46 7.259481 -20.051007 5.881491
C47 6.061693 -20.320052 6.745276
O1 6.043523 -19.810154 7.833153
C48 5.072711 -21.207407 6.145430
C49 5.483267 -21.902794 5.067634
N1 6.745356 -21.892585 4.469395
C50 7.568337 -20.860200 4.797598
C51 3.624306 -21.560054 6.611372
O2 2.943156 -22.272735 5.870101
O3 3.262569 -21.168463 7.796266
H32 6.919676 -25.124020 3.406742
H33 5.662452 -24.361238 4.339866
H34 7.293671 -24.592828 4.970915
H35 6.499420 -22.826434 2.548067
H36 8.739002 -23.643038 2.389445
H37 9.181584 -23.237431 4.027809
H38 8.560130 -21.183164 2.017123
H39 10.177996 -21.489556 2.647672
H40 10.571576 -19.381160 3.989004
H41 7.751805 -18.263015 6.911997
H42 4.761130 -22.555782 4.611063
C52 1.325425 -20.982610 10.639568
O4 2.670693 -20.790542 10.844220
C53 2.657187 -15.448180 5.503265
O5 2.109972 -15.363258 6.518813
H43 1.020448 -20.731011 9.643853
H44 0.741289 -20.347112 11.320337
H45 1.091231 -22.026862 10.790140
O6 7.793140 -23.314750 7.685285
C54 6.884236 -22.855947 8.361409
N2 6.022832 -22.406607 9.029587
C55 6.770228 -16.949016 10.156148
C56 5.637498 -17.131120 9.173644
O7 5.584776 -16.406922 8.125120
O8 4.732764 -17.939911 9.538229
H46 7.509604 -16.233752 9.887381
H47 7.280365 -17.909307 10.386849
H48 6.357854 -16.654476 11.148141

Forces on atoms 1 to 3 (eV/Å):
La 0.316 0.635 0.640
C 0.572 -0.247 1.090
Si 0.725 0.059 0.529

Output
Total charge: -2
Energy above the lowest of the compared OMol25 structures with the same formula, charge and spin (eV): 1.0481
Orbital gap (spin up / spin down) (eV): 5.386 / 5.386
Spin multiplicity: 1

=====

(3)
Formula: C46H41AsN6Ti
Source: the Open Molecules 2025 dataset
Level of theory: wB97M-V/def2-TZVPD

Positions of all 95 atoms, in Å:
Ti1 -0.226512 -0.164893 -0.765853
C1 -1.440780 2.562568 0.329254
C2 -0.170551 3.078514 -0.360672
C3 -0.030563 2.741732 -1.813260
C4 0.042193 3.717297 -2.789985
C5 0.114844 3.360706 -4.128615
C6 0.131416 2.013416 -4.466393
C7 0.096683 1.085570 -3.454024
N1 0.006193 1.425680 -2.146265
N2 -1.922719 1.243477 -0.205238
C8 -2.809745 0.571618 0.795761
C9 -2.690437 -0.917522 0.765164
C10 -3.703303 -1.749584 1.193223
C11 -3.456047 -3.108903 1.325348
C12 -2.179873 -3.592637 1.060629
C13 -1.221054 -2.712717 0.608845
N3 -1.477493 -1.399891 0.422529
C14 -2.759630 1.533959 -1.408686
C15 -3.000277 0.292669 -2.190625
C16 -4.165927 0.126274 -2.912489
C17 -4.333778 -1.013085 -3.682146
C18 -3.313778 -1.950315 -3.692777
C19 -2.184340 -1.717810 -2.936117
N4 -2.004873 -0.617414 -2.180365
H1 -1.239227 2.444945 1.392716
H2 -2.255851 3.282124 0.231832
H3 -0.128252 4.159662 -0.236292
H4 0.696161 2.696159 0.179992
H5 0.020597 4.758514 -2.495659
H6 0.148515 4.123129 -4.897337
H7 0.179857 1.685550 -5.495663
H8 0.110950 0.029507 -3.685716
H9 -2.504859 0.893730 1.792249
H10 -3.843763 0.887188 0.659652
H11 -4.670964 -1.332616 1.441974
H12 -4.240722 -3.779163 1.655120
H13 -1.930731 -4.636730 1.197031
H14 -0.211245 -3.039868 0.406281
H15 -3.696567 1.986888 -1.081386
H16 -2.264252 2.274001 -2.030697
H17 -4.932541 0.889761 -2.873747
H18 -5.237472 -1.163421 -4.259353
H19 -3.385719 -2.856140 -4.279254
H20 -1.386798 -2.435854 -2.958367
N5 1.966400 0.314555 -0.694138
C20 2.578361 -0.150419 -1.924891
C21 3.649612 0.428016 -2.538059
C22 4.233157 -0.207812 -3.659676
C23 3.768811 -1.422296 -4.081722
C24 2.662227 -2.032777 -3.435682
C25 2.182064 -3.318944 -3.755909
C26 1.141483 -3.847557 -3.032452
C27 0.522757 -3.064128 -2.061290
N6 0.900262 -1.821228 -1.743354
C28 2.033719 -1.349681 -2.382630
H21 2.187765 1.293417 -0.526974
H22 2.400154 -0.219472 0.068564
H23 4.078489 1.349432 -2.158911
H24 5.080176 0.253025 -4.149623
H25 4.248335 -1.940196 -4.903187
H26 2.652363 -3.889327 -4.549204
H27 0.776023 -4.848552 -3.216311
H28 -0.325302 -3.471033 -1.530791
C29 3.763828 -3.096346 2.848729
C30 4.168381 -1.849995 2.393840
C31 3.222399 -0.882683 2.073761
C32 1.866760 -1.182802 2.206408
C33 1.455990 -2.432214 2.671976
C34 2.411066 -3.384343 2.996889
As1 0.565385 0.190611 1.849169
C35 1.348426 1.856248 2.394383
C36 2.438228 2.558382 1.887230
C37 2.826168 3.743194 2.494968
C38 2.120966 4.218500 3.596964
C39 1.043102 3.510349 4.106289
C40 0.644567 2.317161 3.511466
C41 -0.440039 1.440277 4.018702
C42 -1.187838 1.670979 5.168475
C43 -2.108563 0.725791 5.597596
C44 -2.285445 -0.468620 4.903011
C45 -1.554177 -0.713656 3.749880
C46 -0.656344 0.254103 3.315356
H29 4.505263 -3.836996 3.118174
H30 5.221964 -1.614690 2.318198
H31 3.558198 0.107353 1.790605
H32 0.412914 -2.647981 2.855643
H33 2.104425 -4.343771 3.392532
H34 3.033575 2.197646 1.056347
H35 3.683840 4.287895 2.122715
H36 2.426158 5.140802 4.073766
H37 0.526539 3.885890 4.980182
H38 -1.044454 2.572985 5.749180
H39 -2.678570 0.911186 6.498584
H40 -2.980724 -1.210523 5.273519
H41 -1.675611 -1.655829 3.231087

Forces on atoms 1 to 3 (eV/Å):
Ti 0.579 0.231 -0.004
C -0.075 -0.093 -0.039
C -0.008 0.001 -0.003

Output
Total charge: +4
Energy above the lowest of the compared OMol25 structures with the same formula, charge and spin (eV): 0.0000
Orbital gap (eV): 5.555
Spin multiplicity: 1

=====

What is the spin multiplicity in the second record?
1